A cluster of 7 separate species, C34H31N7O10 in total at a distorted geometry, computed with ωB97M-V with the def2-TZVPD basis set.

The geometry in ORCA input format:
```
! RIJCOSX wB97M-V def2-TZVPD def2/J DEFGRID3
* xyz 0 1
O -19.53031 29.26744 -5.08693
N -18.67185 30.01211 -4.69209
O -18.52456 30.35567 -3.54470
C -17.74861 30.55517 -5.67322
C -17.29059 31.85654 -5.56838
C -16.48028 32.40469 -6.53853
C -16.18618 31.69554 -7.67164
C -16.70434 30.40568 -7.82199
C -17.47834 29.83430 -6.83721
H -17.49564 32.44456 -4.68091
H -16.13783 33.42531 -6.41483
H -15.49959 31.98764 -8.45529
H -16.46091 29.93697 -8.76609
H -17.95018 28.86956 -6.96984
O -12.08763 25.04446 -9.20190
N -13.17956 24.53575 -9.05372
O -13.75601 23.80619 -9.83210
C -13.88597 24.85115 -7.80691
C -13.24755 25.57807 -6.80053
C -13.96551 26.07148 -5.70986
C -15.29272 25.72174 -5.56013
C -15.94174 24.95984 -6.52612
C -15.22365 24.52358 -7.62014
H -12.18911 25.78883 -6.86596
H -13.41086 26.73141 -5.05985
H -15.86779 25.98535 -4.68029
H -16.99202 24.74063 -6.40397
H -15.75342 24.04353 -8.43558
O -13.22370 32.05109 -0.19961
N -13.07028 32.26726 0.98509
O -13.95782 32.64824 1.71487
C -11.72547 32.14075 1.58291
C -11.38923 32.56758 2.84733
C -10.16767 32.22700 3.39746
C -9.28655 31.43377 2.68468
C -9.64281 31.02581 1.41101
C -10.85227 31.34948 0.82693
H -12.10875 33.18997 3.36661
H -9.96713 32.59313 4.39578
H -8.43911 30.93215 3.13279
H -8.89435 30.42461 0.90472
H -11.17682 30.91671 -0.10563
O -13.61042 29.69716 -7.02902
N -12.53741 29.84716 -6.49383
O -12.23254 30.81174 -5.81372
C -11.48942 28.88932 -6.80649
C -11.60128 28.08448 -7.92621
C -10.62779 27.13395 -8.16570
C -9.59093 26.95147 -7.26011
C -9.51276 27.74414 -6.09222
C -10.44804 28.75358 -5.91010
H -12.31220 28.29264 -8.71371
H -10.79974 26.42482 -8.96494
H -8.93595 26.08994 -7.28579
H -8.63693 27.64139 -5.46903
H -10.25829 29.44480 -5.09988
O -10.22946 34.18511 -4.89581
N -10.84188 33.29847 -4.32459
O -12.02532 33.35620 -4.07260
C -10.07495 32.22998 -3.75902
C -10.66813 31.30315 -2.88765
C -9.92727 30.22652 -2.41051
C -8.60154 30.09572 -2.78610
C -8.05536 30.94490 -3.73871
C -8.76523 32.03980 -4.20164
H -11.74254 31.31852 -2.76770
H -10.40257 29.58035 -1.68500
H -7.93844 29.34190 -2.37888
H -7.05292 30.69809 -4.06218
H -8.27179 32.63610 -4.95398
C -14.10801 35.04724 -1.32781
C -15.36547 34.32765 -1.58190
N -16.35647 33.79780 -1.80863
H -13.40428 35.11057 -2.15865
H -13.63753 34.52579 -0.49960
H -14.39669 36.09334 -1.20917
C -14.66011 31.44469 -3.35891
C -14.60805 30.02772 -3.70710
N -14.43813 28.92396 -3.97892
H -14.27254 31.71026 -2.37865
H -15.70258 31.75122 -3.41071
H -14.07125 31.99474 -4.09403
*
```

Output
- energy above the lowest of the compared OMol25 structures with the same formula, charge and spin (kcal per mole) = 29.3
- SMILES string = O=[N+]([O-])c1ccccc1.O=[N+]([O-])c1ccccc1.O=[N+]([O-])c1ccccc1.O=[N+]([O-])c1ccccc1.O=[N+]([O-])c1ccccc1.CC#N.CC#N
- gap between HOMO and LUMO (eV) = 8.65
- lowest unoccupied orbital energy (eV) = -1.0